one | Entry from the Open Molecules 2025 dataset: a molecular structure, C4H6NO3S (the ωB97M-V functional and the def2-TZVPD basis).

Results
* net charge: -1
* Kohn-Sham gap: 8.63 eV
* LUMO energy: 3.79 eV
* highest occupied orbital energy: -4.842 eV
* spin multiplicity: 1

XYZ file:
```
15
C4H6NO3S | the Open Molecules 2025 dataset | the ωB97M-V functional and the def2-TZVPD basis
C 1.4241 0.3449 1.5891
C -0.0894 -1.4500 0.3804
C 0.6167 -0.0089 0.3720
C -0.4874 0.9980 0.1223
N -1.2374 -1.5965 1.3375
O 0.6397 0.0683 2.6532
O 2.5778 0.7942 1.6514
O 0.6949 -2.4547 2.7007
S -0.4514 -1.5792 2.6740
H -0.2912 -1.5644 -0.6778
H 0.6412 -2.2094 0.6306
H 1.2416 -0.1448 -0.4516
H -1.2077 0.5843 -0.5864
H -0.0796 2.0191 -0.2249
H -1.0618 0.9180 1.0668
```


two | Entry from the Open Molecules 2025 dataset: 2 unconnected molecules or ions with the total composition C4H6NO3S (the ωB97M-V functional and the def2-TZVPD basis).

Results
* net charge: -1
* Kohn-Sham gap: 6.86 eV
* LUMO energy: 3.51 eV
* highest occupied orbital energy: -3.343 eV
* spin multiplicity: 1

XYZ file:
```
15
C4H6NO3S | the Open Molecules 2025 dataset | the ωB97M-V functional and the def2-TZVPD basis
C 1.4434 -0.8371 0.5459
C 0.3977 -0.6515 1.4732
C 0.7392 0.9659 -0.7020
C -0.6594 0.5296 -0.2364
N 1.7407 -0.0367 -0.4308
O -0.7913 -3.0253 0.6519
O 0.7163 -3.0751 2.5872
O -0.6203 0.2363 1.1480
S -0.2312 -2.3166 1.7929
H 2.1349 -1.6467 0.7413
H 0.7356 1.1541 -1.7836
H 1.0022 1.9045 -0.1928
H -1.3892 1.3344 -0.3634
H -0.9777 -0.3569 -0.8054
H -1.7507 -2.1371 2.8671
```


Most stable structure, least stable structure: one, two.


one | Entry from the Open Molecules 2025 dataset: C2H6N4O2 in the gas phase (the ωB97M-V functional and the def2-TZVPD basis).

Results
* net charge: 0
* Kohn-Sham gap: 9.47 eV
* LUMO energy: 0.85 eV
* structure (SMILES): N/N=C(/NN)OC=O
* highest occupied orbital energy: -8.620 eV
* spin multiplicity: 1

XYZ file:
```
14
C2H6N4O2 | the Open Molecules 2025 dataset | the ωB97M-V functional and the def2-TZVPD basis
C 0.1160 -0.0132 -0.1417
C -2.2120 -0.5231 -0.0686
H 1.3180 1.8180 0.9805
H 1.7428 2.0808 -0.5694
H -0.9801 1.7008 -0.0081
H -2.9026 -1.2692 -0.4939
H 0.6956 -2.3996 -0.3013
H 2.2893 -2.1244 0.1540
N 0.9749 2.2081 0.1012
N -0.0723 1.3612 -0.3409
N 1.2201 -0.5098 0.2157
N 1.3204 -1.8945 0.3564
O -0.9707 -0.8037 -0.5375
O -2.5396 0.3686 0.6535
```


two | Entry from the Open Molecules 2025 dataset: C2H6N4O2 in the gas phase (the ωB97M-V functional and the def2-TZVPD basis).

Results
* net charge: 0
* Kohn-Sham gap: 9.38 eV
* LUMO energy: 0.51 eV
* structure (SMILES): [H]/N=C(/NO)O/C(N)=N/[H]
* highest occupied orbital energy: -8.870 eV
* spin multiplicity: 1

XYZ file:
```
14
C2H6N4O2 | the Open Molecules 2025 dataset | the ωB97M-V functional and the def2-TZVPD basis
C 0.6869 0.3126 -0.7274
C -1.0448 0.0505 1.0096
H 1.9387 1.3391 -1.9260
H 0.5981 2.2737 -1.3822
H 2.2584 -0.6734 -0.9453
H -1.5537 1.7239 1.6186
H -1.3329 -1.6970 1.9121
H -0.0287 -1.9114 -0.4163
N 1.0401 1.3450 -1.4981
N 1.3143 -0.7512 -0.5632
N -1.6033 0.7275 1.9353
N -0.8000 -1.2892 1.1500
O -0.5591 0.5964 -0.1691
O -0.9138 -2.0465 0.0022
```


Most stable structure, least stable structure: two, one.


one | Entry from the Open Molecules 2025 dataset: C10H14N2 in the gas phase (the ωB97M-V functional and the def2-TZVPD basis).

Results
* net charge: 0
* Kohn-Sham gap: 9.83 eV
* LUMO energy: 0.99 eV
* structure (SMILES): C[C@@H]1C[C@@]1(NN)c1ccccc1
* highest occupied orbital energy: -8.838 eV
* spin multiplicity: 1

XYZ file:
```
26
C10H14N2 | the Open Molecules 2025 dataset | the ωB97M-V functional and the def2-TZVPD basis
C -3.5465 -0.2198 0.2800
C -3.0074 -0.7433 -0.8836
C -2.7218 0.3648 1.2267
C -1.6396 -0.6989 -1.0894
C -1.3518 0.4151 1.0239
C -0.8202 -0.1258 -0.1307
C 1.4715 -1.5211 -0.4790
C 1.6432 -0.6924 0.7680
C 0.8081 -0.1872 -0.3710
C 2.9663 -0.0448 1.0844
N 1.1113 2.1466 -0.6047
N 1.3371 0.8643 -1.1826
H -4.6122 -0.2785 0.4531
H -3.6497 -1.2009 -1.6226
H -3.1481 0.7660 2.1353
H -1.2073 -1.1247 -1.9852
H -0.6984 0.8603 1.7588
H 2.3114 -1.5813 -1.1558
H 0.8632 -2.4122 -0.4369
H 1.0961 -1.0371 1.6393
H 3.3486 0.4613 0.2026
H 3.6950 -0.7834 1.4172
H 2.8371 0.6938 1.8724
H 0.1597 2.4916 -0.7635
H 1.7728 2.7991 -1.0154
H 0.9818 0.7886 -2.1412
```


two | Entry from the Open Molecules 2025 dataset: C10H14N2 in the gas phase (the ωB97M-V functional and the def2-TZVPD basis).

Results
* net charge: 0
* Kohn-Sham gap: 9.44 eV
* LUMO energy: 0.95 eV
* structure (SMILES): NCc1ccc2c(c1)CNCC2
* highest occupied orbital energy: -8.491 eV
* spin multiplicity: 1

XYZ file:
```
26
C10H14N2 | the Open Molecules 2025 dataset | the ωB97M-V functional and the def2-TZVPD basis
C -3.3021 -0.8297 -0.1901
C -1.8576 -0.2195 -0.1773
C -1.6702 1.1997 -0.0756
C -0.2657 1.6553 -0.0409
C 0.8940 0.8514 -0.1554
C 2.2402 1.4387 -0.0717
C 3.3922 0.2072 0.0630
C 1.9711 -1.5185 -0.1098
C 0.6483 -0.5255 -0.2782
C -0.6176 -1.0264 -0.4598
H -5.3682 -0.0065 0.4945
H -3.8665 0.1532 1.4504
H -3.7074 -0.6833 -1.1423
H -3.2026 -1.8176 0.1932
H -2.3888 1.9680 0.2419
H -0.0906 2.7635 -0.1877
H 2.3141 2.3066 0.8223
H 2.3130 2.1316 -1.0963
H 3.6572 -0.0331 -0.9435
H 4.1805 0.6249 0.5161
H 2.8370 -0.9793 1.7269
H 1.6515 -2.7557 0.2193
H 2.4390 -1.7440 -1.1223
H -1.0551 -2.1860 -0.4148
N -4.3316 0.0005 0.5167
N 3.1446 -1.0203 0.6571
```


Most stable structure, least stable structure: one, two.